ORCA calculation (wB97M-V/def2-TZVPD) on a cluster of 5 separate species, C14H20Cl6O9 in total at a distorted geometry.

Results
charge = +1
molar mass = 545.0 g/mol
highest occupied orbital energy (alpha / beta) = -12.48 / -12.48 eV
Kohn-Sham gap (alpha / beta) = 0.3455 / 0.0672 Eh
2S+1 = 2

Positions of all 49 atoms, in Å:
C 0.203 4.898 0.572
Cl 0.455 6.556 1.180
Cl -0.006 3.689 1.924
Cl 1.550 4.368 -0.474
H -0.702 4.821 -0.029
C -0.345 -0.189 1.601
Cl 1.237 -1.101 1.564
Cl -1.102 -0.543 3.152
Cl -1.282 -0.616 0.148
H -0.140 0.878 1.522
C -0.366 0.672 -2.896
C -0.914 -0.487 -3.705
C -0.115 -1.852 -3.685
O -1.090 -2.840 -3.622
C -2.042 -2.360 -2.791
O -2.918 -3.040 -2.354
O -2.057 -0.972 -2.940
H -1.222 1.270 -2.583
H 0.101 1.392 -3.567
H 0.218 0.353 -2.033
H -1.431 -0.201 -4.621
H 0.465 -1.896 -2.763
H 0.555 -1.966 -4.537
C 5.686 -2.432 0.366
C 4.720 -3.373 -0.256
C 3.647 -2.629 -0.900
O 3.479 -3.364 -2.083
C 4.654 -3.926 -2.436
O 5.098 -4.172 -3.558
O 5.439 -3.890 -1.320
H 5.928 -1.581 -0.270
H 6.629 -2.961 0.509
H 5.365 -2.132 1.364
H 4.433 -4.248 0.327
H 3.740 -1.550 -1.028
H 2.842 -2.673 -0.166
C -3.695 1.708 1.511
C -4.446 1.974 2.847
C -3.934 1.463 4.195
O -3.319 2.691 4.776
C -3.673 3.731 4.124
O -3.437 4.836 4.423
O -4.449 3.358 3.063
H -2.723 2.201 1.510
H -4.143 2.087 0.593
H -3.532 0.630 1.496
H -5.450 1.581 2.692
H -3.243 0.619 4.193
H -4.667 1.216 4.963

ORCA calculation (wB97M-V/def2-TZVPD) on a structure of composition C23H23CuN10O.

Results
molar mass = 519.1 g/mol
highest occupied orbital energy = -6.68 eV
Kohn-Sham gap = 0.2528 Eh

Positions of all 58 atoms, in Å:
Cu -0.788 -0.790 -0.158
C -0.157 2.798 0.090
N -0.977 1.639 -0.167
C -2.249 1.804 -0.196
C -3.173 0.732 -0.326
C -4.545 0.788 -0.594
C -4.979 -0.539 -0.659
C -3.848 -1.325 -0.409
N -2.762 -0.568 -0.205
C 0.669 2.665 1.353
C 0.265 1.807 2.377
C 0.990 1.725 3.553
C 2.138 2.495 3.722
C 2.548 3.344 2.708
C 1.814 3.427 1.529
H -0.767 3.711 0.182
H 0.533 2.960 -0.747
H -2.680 2.810 -0.110
H -5.134 1.684 -0.725
H -5.980 -0.897 -0.843
H -3.789 -2.403 -0.346
H -0.617 1.195 2.227
H 0.655 1.056 4.336
H 2.702 2.441 4.645
H 3.439 3.947 2.834
H 2.141 4.093 0.737
N -0.146 -4.734 -2.047
C 0.018 -3.960 -0.968
N -0.267 -2.716 -1.277
C -0.606 -2.789 -2.587
N -0.541 -3.998 -3.106
C -1.053 -1.604 -3.315
C -1.739 -1.700 -4.522
N -2.211 -0.627 -5.140
C -2.016 0.539 -4.535
C -1.327 0.642 -3.338
N -0.824 -0.429 -2.729
H -0.018 -5.726 -2.144
H 0.322 -4.324 0.001
H -1.910 -2.666 -4.981
H -2.423 1.418 -5.022
H -1.180 1.594 -2.844
C 2.861 -1.482 3.815
N 2.655 -1.004 2.459
C 3.585 -0.276 1.812
C 3.388 0.176 0.556
C 2.117 -0.112 -0.032
N 1.188 -0.809 0.601
C 1.424 -1.326 1.844
O 0.640 -2.024 2.458
N 1.851 0.317 -1.274
H 3.782 -1.050 4.202
H 2.922 -2.568 3.836
H 2.024 -1.177 4.439
H 4.499 -0.080 2.356
H 4.140 0.752 0.041
H 2.478 0.963 -1.717
H 0.918 0.182 -1.654

ORCA calculation (wB97M-V/def2-TZVPD) on the molecule C16H19N3O4S.

Results
molar mass = 349.4 g/mol
SMILES = CCOc1ncccc1C(=O)NCCc1ccc(S(N)(=O)=O)cc1
highest occupied orbital energy = -9.25 eV
energy relative to the best compared isomer or geometry (same formula, charge and spin) = 2.0236 eV
Kohn-Sham gap = 0.3544 Eh

Positions of all 43 atoms, in Å:
C -0.638 -1.099 -3.853
C 0.267 -0.966 -2.637
H 0.411 -1.939 -2.160
H 1.234 -0.544 -2.919
O -0.253 -0.047 -1.676
C -1.241 -0.484 -0.873
N -1.688 -1.713 -1.063
C -2.656 -2.184 -0.293
C -3.233 -1.451 0.725
C -2.758 -0.168 0.937
C -1.753 0.359 0.134
C -1.267 1.726 0.489
O -1.554 2.224 1.563
N -0.538 2.383 -0.445
H -0.248 1.874 -1.266
C 0.234 3.546 -0.072
H 0.105 4.330 -0.823
H -0.182 3.890 0.877
C 1.733 3.204 0.089
C 1.859 1.817 0.653
C 2.288 0.773 -0.159
C 2.228 -0.535 0.288
C 1.736 -0.788 1.550
C 1.354 0.235 2.395
C 1.424 1.541 1.947
H 1.103 2.347 2.588
H 0.998 -0.007 3.383
S 1.486 -2.471 2.053
O 1.734 -2.620 3.456
O 2.142 -3.350 1.126
N -0.178 -2.601 1.816
H -0.653 -2.888 2.655
H -0.400 -3.203 1.040
H 2.540 -1.366 -0.324
H 2.652 0.985 -1.153
H 2.195 3.941 0.747
H 2.229 3.251 -0.882
H -3.148 0.458 1.726
H -4.020 -1.865 1.333
H -2.972 -3.193 -0.523
H -0.163 -1.741 -4.589
H -0.820 -0.124 -4.299
H -1.588 -1.538 -3.561

ORCA calculation (wB97M-V/def2-TZVPD) on a cluster of 16 separate species, C26H86NO17 in total at a distorted geometry.

Results
charge = +1
molar mass = 685.0 g/mol
highest occupied orbital energy = -11.39 eV
energy relative to the best compared isomer or geometry (same formula, charge and spin) = 3.4639 eV
Kohn-Sham gap = 0.3512 Eh

Positions of all 130 atoms, in Å:
C 23.159 31.728 32.136
O 21.880 31.251 32.100
C 21.820 30.119 31.192
C 20.388 29.853 30.788
N 20.250 28.585 29.877
H 20.569 28.943 28.912
H 20.856 27.797 30.133
C 19.045 27.738 29.790
C 19.269 26.625 28.885
O 18.146 25.798 28.674
C 18.428 24.722 27.826
H 23.172 32.765 32.875
H 23.617 32.224 31.248
H 23.727 31.027 32.602
H 22.193 29.286 31.589
H 22.343 30.471 30.134
H 19.766 30.587 30.555
H 19.896 29.547 31.710
H 18.195 28.433 29.324
H 18.673 27.428 30.488
H 20.073 26.023 29.340
H 19.511 26.993 28.033
H 17.411 24.432 27.629
H 19.037 23.991 28.366
H 18.840 25.021 26.779
C 17.059 22.742 30.339
C 17.537 22.075 31.657
O 18.834 22.612 31.944
H 16.038 22.333 29.929
H 17.700 22.692 29.337
H 16.856 23.841 30.587
H 17.503 21.081 31.649
H 16.742 22.170 32.535
H 19.078 22.499 32.822
C 18.673 29.726 26.562
C 20.074 30.204 26.372
O 20.802 29.907 27.465
H 18.143 29.830 25.796
H 18.151 30.245 27.213
H 18.637 28.623 26.525
H 19.916 31.167 26.253
H 20.444 29.820 25.437
H 21.591 30.497 27.520
C 15.242 26.000 31.770
C 14.216 25.785 30.647
O 12.959 25.541 31.188
H 16.281 25.981 31.322
H 14.942 25.218 32.511
H 14.842 26.911 32.320
H 14.408 24.739 30.023
H 14.071 26.725 30.028
H 12.768 26.311 31.522
C 21.582 32.495 37.036
C 22.254 32.381 35.620
O 23.514 31.630 35.793
H 21.267 31.538 37.475
H 20.578 32.962 37.050
H 21.948 33.072 37.795
H 22.458 33.323 35.078
H 21.626 31.760 34.949
H 23.356 30.637 35.952
C 16.367 29.467 31.453
C 16.129 30.799 30.864
O 17.075 30.842 29.858
H 15.700 29.193 32.408
H 17.424 29.344 31.812
H 16.177 28.675 30.932
H 16.253 31.480 31.675
H 15.209 31.050 30.330
H 17.051 31.707 29.310
C 23.560 27.967 28.492
O 22.921 27.252 29.487
H 23.165 27.614 27.586
H 24.439 27.651 28.300
H 23.432 29.191 28.225
H 23.389 27.354 30.181
C 25.961 28.968 31.437
O 25.280 27.651 31.325
H 25.365 29.693 31.001
H 26.875 29.164 31.071
H 26.103 28.986 32.501
H 25.523 26.978 31.933
C 22.686 28.493 35.010
O 22.657 29.052 36.396
H 21.958 28.828 34.318
H 22.642 27.426 34.959
H 23.601 28.741 34.369
H 22.442 28.293 36.898
C 21.429 22.723 29.300
O 20.888 23.518 30.415
H 21.867 21.727 29.664
H 22.303 23.236 28.710
H 20.547 22.303 28.683
H 20.042 23.075 30.509
C 20.829 22.768 25.163
O 20.231 21.436 25.432
H 20.248 23.392 25.068
H 21.537 22.642 24.339
H 21.402 23.039 26.005
H 19.314 21.504 25.273
C 22.871 32.565 26.807
O 23.177 31.411 27.512
H 23.656 33.159 26.565
H 22.154 33.188 27.357
H 22.462 32.361 25.920
H 24.013 31.684 27.889
C 19.976 33.883 30.250
O 19.628 35.149 30.120
H 19.685 33.196 31.146
H 21.054 33.869 30.055
H 19.554 33.215 29.289
H 19.103 35.320 30.748
C 15.995 25.735 25.269
O 16.993 24.760 24.886
H 14.956 25.358 25.371
H 15.877 26.477 24.467
H 16.222 26.147 26.404
H 17.690 25.254 24.542
C 20.706 26.583 24.414
O 19.320 26.341 24.613
H 20.748 27.482 23.890
H 20.980 25.602 24.003
H 20.971 26.763 25.508
H 18.749 26.953 23.990
C 20.422 25.963 32.952
O 21.189 26.593 31.978
H 19.967 26.425 33.500
H 21.057 25.306 33.580
H 19.890 25.256 32.289
H 21.972 26.119 31.909

ORCA calculation (wB97M-V/def2-TZVPD) on a structure of composition C10H21F6O8Y at a distorted geometry.

Results
charge = -2
molar mass = 472.2 g/mol
highest occupied orbital energy = -1.66 eV
energy relative to the best compared isomer or geometry (same formula, charge and spin) = 0.0000 eV
Kohn-Sham gap = 0.2370 Eh

Positions of all 46 atoms, in Å:
Y 0.650 0.539 0.193
C -3.869 0.089 0.431
C -2.651 0.721 -0.241
O -1.597 0.928 0.589
H -3.594 -0.700 1.137
H -4.613 -0.252 -0.292
H -4.311 0.854 1.087
H -3.009 1.686 -0.670
H -2.385 0.113 -1.132
O 2.919 0.245 0.259
H 3.563 0.519 0.918
O 1.023 -0.716 -1.688
H 0.556 -1.267 -2.318
C 0.342 3.184 -1.968
O -0.227 2.153 -2.773
O 0.898 2.662 -0.930
C 1.245 4.138 -2.761
F 1.603 5.203 -2.037
F 2.378 3.581 -3.225
F 0.608 4.614 -3.875
C -1.247 2.443 -3.698
C -0.760 2.198 -5.117
H -0.543 1.150 -5.321
H -1.535 2.496 -5.839
H 0.131 2.791 -5.321
H -1.574 3.476 -3.556
H -2.061 1.735 -3.512
H -0.489 3.858 -1.616
C 0.594 -2.134 2.673
O 1.344 -3.318 2.315
O 0.524 -1.342 1.663
C -0.842 -2.570 3.110
F -0.893 -3.820 3.690
F -1.301 -1.731 4.082
F -1.753 -2.573 2.160
C 1.995 -3.986 3.373
C 2.437 -5.323 2.816
H 1.627 -5.796 2.259
H 3.293 -5.253 2.140
H 2.735 -6.045 3.589
H 1.280 -4.233 4.162
H 2.859 -3.386 3.678
H 1.044 -1.655 3.580
O 1.148 1.472 2.299
H 0.556 2.004 2.839
H 1.903 1.249 2.847

ORCA calculation (wB97M-V/def2-TZVPD) on a cluster of 15 separate species, C45H75N5O30 in total at a distorted geometry.

Results
molar mass = 1166.1 g/mol
highest occupied orbital energy = -10.10 eV
Kohn-Sham gap = 0.3662 Eh

Positions of all 155 atoms, in Å:
O -7.203 1.858 -1.411
C -6.498 1.594 -0.481
O -5.988 2.597 0.361
C -5.161 1.997 1.309
C -4.731 0.679 0.758
C -5.975 0.225 0.025
H -5.700 1.948 2.286
H -4.307 2.715 1.373
H -4.355 -0.081 1.464
H -3.959 0.847 0.078
H -6.743 -0.125 0.718
H -5.915 -0.524 -0.728
O 2.646 -3.514 -4.626
C 3.252 -3.240 -3.590
O 4.388 -3.950 -3.393
C 4.956 -3.748 -2.100
C 4.385 -2.371 -1.699
C 3.027 -2.358 -2.388
H 6.041 -3.830 -2.304
H 4.577 -4.510 -1.471
H 4.942 -1.537 -2.062
H 4.343 -2.208 -0.601
H 2.694 -1.355 -2.600
H 2.353 -2.870 -1.675
O 1.793 5.908 0.599
C 1.037 5.576 1.434
O 0.441 4.320 1.464
C -0.370 4.167 2.682
C -0.550 5.539 3.282
C 0.622 6.373 2.623
H 0.157 3.419 3.313
H -1.334 3.847 2.359
H -0.382 5.495 4.377
H -1.602 5.883 3.201
H 1.374 6.349 3.358
H 0.388 7.452 2.275
O 2.934 4.704 3.510
C 3.162 3.550 3.793
O 2.369 2.529 3.506
C 2.850 1.237 3.958
C 3.791 1.613 5.113
C 4.266 2.982 4.724
H 3.375 0.706 3.099
H 1.964 0.660 4.285
H 4.612 0.839 5.258
H 3.255 1.611 6.097
H 5.124 2.881 4.076
H 4.597 3.706 5.462
O 3.135 -4.760 0.285
C 2.471 -4.773 1.311
O 3.086 -4.902 2.440
C 2.075 -4.796 3.523
C 0.923 -4.107 2.864
C 0.996 -4.700 1.429
H 2.541 -4.313 4.349
H 1.722 -5.849 3.751
H 1.064 -3.023 2.958
H -0.012 -4.391 3.319
H 0.587 -4.034 0.687
H 0.490 -5.651 1.386
O 1.098 0.546 -2.665
C 0.907 1.401 -3.473
O -0.286 1.978 -3.612
C -0.309 2.809 -4.811
C 1.143 2.941 -5.247
C 1.946 1.895 -4.496
H -0.718 3.767 -4.483
H -1.040 2.400 -5.504
H 1.579 3.938 -5.088
H 1.175 2.757 -6.313
H 2.765 2.320 -3.967
H 2.150 1.003 -5.157
O -2.971 -2.490 1.813
C -3.119 -3.086 0.764
O -3.393 -4.433 0.763
C -3.276 -4.998 -0.541
C -3.518 -3.838 -1.489
C -2.911 -2.646 -0.665
H -3.905 -5.867 -0.700
H -2.203 -5.413 -0.627
H -4.527 -3.606 -1.807
H -2.959 -4.020 -2.402
H -3.446 -1.723 -0.918
H -1.846 -2.428 -0.777
O 2.652 -1.740 0.838
C 1.781 -0.905 0.792
O 2.033 0.397 0.630
C 0.838 1.246 0.842
C -0.284 0.293 0.584
C 0.322 -1.140 0.933
H 0.914 2.083 0.181
H 0.871 1.561 1.866
H -0.455 0.346 -0.516
H -1.199 0.549 1.171
H 0.018 -1.878 0.190
H 0.038 -1.546 1.933
O -2.533 -0.107 -5.673
C -1.503 -0.614 -5.359
O -0.372 -0.600 -6.060
C 0.665 -1.450 -5.482
C 0.044 -2.195 -4.253
C -1.258 -1.442 -4.089
H 1.450 -0.747 -5.235
H 0.988 -2.127 -6.302
H 0.669 -2.239 -3.386
H -0.194 -3.187 -4.549
H -1.294 -0.762 -3.234
H -2.115 -2.053 -3.972
O -0.767 1.326 3.810
C -1.819 1.415 4.383
O -1.994 2.420 5.272
C -3.234 2.213 5.983
C -4.146 1.375 5.014
C -3.028 0.557 4.345
H -3.593 3.191 6.221
H -2.949 1.706 6.925
H -4.701 2.015 4.333
H -4.717 0.762 5.690
H -3.089 0.213 3.334
H -2.871 -0.442 4.843
C 5.243 -2.670 2.229
N 5.179 -1.342 2.868
O 5.656 -0.396 2.249
O 4.669 -1.286 3.958
H 5.111 -2.580 1.155
H 4.447 -3.280 2.723
H 6.211 -3.113 2.413
C -5.767 0.393 -4.705
N -5.206 -0.812 -4.122
O -5.286 -1.792 -4.769
O -4.821 -0.719 -2.950
H -6.223 0.213 -5.671
H -4.901 1.144 -4.805
H -6.515 0.740 -3.987
C 3.644 3.571 0.000
N 3.384 3.401 -1.452
O 2.310 3.652 -1.949
O 4.370 3.117 -2.082
H 4.567 3.040 0.255
H 2.753 3.247 0.494
H 3.802 4.619 0.094
C -0.833 5.095 -1.308
N -1.893 4.585 -0.396
O -2.243 3.466 -0.507
O -2.408 5.430 0.321
H -0.126 4.272 -1.428
H -0.353 5.999 -1.002
H -1.342 5.331 -2.213
C 1.093 -5.795 -2.702
N 0.215 -5.418 -1.557
O 0.041 -4.217 -1.383
O -0.256 -6.304 -0.899
H 2.065 -5.888 -2.281
H 1.150 -4.992 -3.408
H 0.741 -6.704 -3.174

ORCA calculation (wB97M-V/def2-TZVPD) on the molecule C4H9N3 at a distorted geometry.

Results
molar mass = 99.1 g/mol
highest occupied orbital energy (alpha / beta) = -7.87 / -7.52 eV
energy relative to the best compared isomer or geometry (same formula, charge and spin) = 7.5409 eV
Kohn-Sham gap (alpha / beta) = 0.3125 / 0.2918 Eh

Positions of all 16 atoms, in Å:
C 1.131 1.305 -0.800
C 0.437 1.424 0.589
C 1.727 0.762 0.451
C -1.399 -1.210 -0.774
N -0.740 0.535 0.786
N 0.162 -1.509 1.134
N -0.747 -0.809 0.393
H 0.745 0.631 -1.515
H 1.762 2.179 -1.331
H 0.118 2.455 0.972
H 2.408 0.158 0.965
H -2.027 -0.340 -1.128
H -0.607 -1.560 -1.610
H -2.234 -2.033 -0.622
H -0.964 0.405 1.830
H 0.227 -2.394 0.661

Which of these has the lowest molar mass? C4H9N3

Look up the molar mass of the first one. 545.0 g/mol